C50H72BCrN7O8P2S | ωB97M-V/def2-TZVPD

Properties
HOMO (alpha / beta) in eV: -4.26 / -3.88
Gap between HOMO and LUMO (alpha / beta) in eV: 6.5 / 6.2
Total charge: -1
Electronic energy in a.u.: -5084.1517
Multiplicity: 2

Each line ends with the Löwdin charge.
Atoms and positions in Å:
Cr 0.037 0.153 -0.029  0.66
C 2.012 2.930 -0.117  -0.14
N 0.713 2.233 -0.168  -0.02
C -0.264 3.070 -0.332  -0.08
C -1.558 2.590 -0.574  -0.32
C -2.751 3.222 -0.950  -0.05
C -3.641 2.187 -1.221  -0.11
C -2.939 0.988 -0.984  -0.18
N -1.684 1.222 -0.588  -0.01
C 2.459 3.529 -1.443  -0.20
C 2.112 2.955 -2.662  -0.03
C 2.578 3.499 -3.852  -0.08
C 3.389 4.627 -3.844  -0.11
C 3.734 5.212 -2.632  -0.10
C 3.271 4.661 -1.442  -0.05
H 2.787 2.252 0.206  0.09
H 1.976 3.728 0.629  0.13
H -0.071 4.143 -0.344  0.14
H -2.922 4.289 -1.021  0.09
H -4.667 2.279 -1.549  0.08
H -3.321 -0.018 -1.043  0.07
H 1.490 2.070 -2.676  0.11
H 2.310 3.032 -4.794  0.10
H 3.752 5.048 -4.774  0.09
H 4.359 6.097 -2.611  0.09
H 3.543 5.118 -0.495  0.11
C 1.564 -7.004 -0.097  -0.08
C 1.214 -6.021 -1.197  -0.35
O 1.682 -4.727 -0.879  -0.33
P 0.572 -3.509 -0.541  0.93
O 1.287 -2.933 0.783  -0.32
C 2.443 -3.403 1.470  -0.27
C 2.026 -4.040 2.779  -0.06
O 1.102 -2.445 -1.687  -0.37
C 1.091 -2.924 -3.027  -0.31
C 2.489 -3.224 -3.539  -0.08
H 1.261 -8.018 -0.371  0.07
H 1.059 -6.722 0.832  0.06
H 2.642 -6.991 0.083  0.08
H 0.129 -6.011 -1.356  0.09
H 1.679 -6.328 -2.138  0.11
H 3.069 -2.531 1.669  0.11
H 3.014 -4.082 0.846  0.10
H 1.360 -3.357 3.313  0.07
H 2.905 -4.245 3.396  0.08
H 1.497 -4.981 2.602  0.06
H 0.624 -2.146 -3.634  0.12
H 0.464 -3.825 -3.101  0.10
H 3.080 -2.308 -3.582  0.06
H 2.422 -3.665 -4.538  0.07
H 2.992 -3.914 -2.859  0.07
C -0.805 -2.784 7.660  -0.08
C -0.649 -1.270 7.849  -0.56
C -1.819 -0.787 8.721  -0.07
C 0.667 -1.012 8.597  -0.06
C -0.615 -0.526 6.512  -0.20
C -0.786 0.852 6.471  -0.06
C -0.671 1.588 5.278  0.01
C -0.377 0.910 4.119  -0.25
O -0.184 1.388 2.872  0.09
B 0.370 0.255 2.076  -0.63
O 0.091 -0.944 2.917  0.08
C -0.207 -0.478 4.145  -0.24
C -0.323 -1.201 5.311  0.05
H -0.937 -3.263 8.634  0.08
H 0.078 -3.227 7.191  0.08
H -1.677 -3.016 7.041  0.09
H -1.873 -1.383 9.638  0.08
H -2.766 -0.889 8.184  0.09
H -1.705 0.260 9.012  0.07
H 0.684 -1.555 9.550  0.08
H 0.790 0.055 8.804  0.08
H 1.518 -1.341 7.995  0.09
H -0.996 1.400 7.384  0.09
H -0.786 2.666 5.279  0.11
H -0.173 -2.275 5.278  0.10
O 1.967 0.452 2.198  0.18
C 2.623 0.131 1.201  -0.45
N 2.069 -0.290 0.071  -0.08
S 3.284 -0.675 -1.012  0.69
O 3.670 -2.057 -0.990  -0.26
O 3.016 -0.056 -2.274  -0.27
C 4.582 0.124 -0.087  -0.20
C 5.903 0.351 -0.415  -0.02
C 6.729 0.855 0.580  -0.07
C 6.235 1.106 1.855  -0.06
C 4.898 0.866 2.162  0.01
C 4.092 0.368 1.169  -0.14
H 6.273 0.160 -1.416  0.12
H 7.770 1.055 0.360  0.10
H 6.899 1.499 2.615  0.10
H 4.482 1.072 3.140  0.13
N -1.010 -1.402 0.134  -0.26
P -2.371 -2.076 0.322  0.59
N -3.223 -2.363 -1.106  -0.22
C -4.678 -2.283 -1.215  -0.22
C -5.093 -1.946 -2.641  -0.19
C -4.570 -2.994 -3.632  -0.19
C -3.086 -3.341 -3.347  -0.17
C -2.475 -2.343 -2.374  -0.22
N -3.415 -1.258 1.361  -0.17
C -4.509 -1.911 2.075  -0.22
C -5.724 -0.988 2.184  -0.19
C -5.336 0.344 2.833  -0.20
C -4.151 0.966 2.096  -0.16
C -2.997 -0.025 2.044  -0.19
N -2.443 -3.620 1.017  -0.20
C -2.633 -4.879 0.314  -0.23
C -3.431 -5.838 1.198  -0.19
C -2.709 -6.056 2.532  -0.21
C -2.420 -4.716 3.215  -0.18
C -1.667 -3.801 2.254  -0.20
H -5.060 -1.525 -0.530  0.09
H -5.142 -3.244 -0.930  0.12
H -4.705 -0.958 -2.903  0.11
H -6.182 -1.888 -2.687  0.11
H -4.685 -2.617 -4.651  0.10
H -5.186 -3.895 -3.553  0.10
H -2.502 -3.345 -4.272  0.10
H -3.010 -4.342 -2.913  0.10
H -2.466 -1.343 -2.827  0.12
H -1.442 -2.589 -2.154  0.06
H -4.188 -2.156 3.101  0.11
H -4.769 -2.841 1.577  0.09
H -6.497 -1.490 2.775  0.10
H -6.139 -0.802 1.190  0.10
H -5.052 0.159 3.877  0.11
H -6.190 1.027 2.838  0.10
H -3.825 1.887 2.588  0.12
H -4.438 1.216 1.071  0.09
H -2.697 -0.267 3.075  0.13
H -2.138 0.390 1.537  0.07
H -1.662 -5.339 0.084  0.08
H -3.145 -4.692 -0.629  0.09
H -3.570 -6.792 0.680  0.10
H -4.421 -5.407 1.386  0.10
H -1.755 -6.565 2.336  0.11
H -3.300 -6.704 3.184  0.10
H -1.826 -4.870 4.123  0.11
H -3.362 -4.243 3.505  0.10
H -0.702 -4.269 2.012  0.09
H -1.444 -2.824 2.690  0.11

Atomic forces in eV per Å
-1.17 -0.02 -0.17
-0.22 -0.11 -0.12
0.56 0.51 -0.02
-0.08 -0.06 -0.14
-0.01 0.00 0.12
0.09 0.01 0.01
0.04 -0.10 -0.09
-0.11 0.04 -0.14
-0.16 0.38 -0.23
-0.05 -0.02 0.10
0.01 0.01 -0.04
0.02 0.00 0.00
-0.03 -0.03 0.06
-0.03 -0.08 0.06
0.01 0.01 -0.05
0.13 -0.18 0.09
-0.01 0.03 0.08
-0.03 0.03 -0.01
0.03 -0.13 0.00
0.03 -0.06 0.04
0.01 0.00 -0.07
0.01 0.03 0.01
0.00 0.03 0.07
-0.02 0.00 0.01
-0.01 -0.02 0.00
-0.02 0.00 -0.04
0.03 0.04 0.09
-0.03 -0.02 0.02
-0.03 -0.14 -0.02
0.38 -0.19 -0.01
-0.10 -0.10 -0.06
-0.12 0.15 -0.04
-0.06 -0.01 0.02
-0.11 -0.07 0.08
0.03 0.00 0.02
0.05 0.03 0.10
0.02 0.04 0.03
0.03 -0.05 -0.05
-0.07 -0.03 0.01
-0.05 0.04 -0.02
0.02 0.01 -0.06
0.02 0.08 -0.02
0.06 -0.09 -0.10
0.05 -0.04 0.00
-0.04 -0.01 -0.01
0.03 0.04 0.04
-0.07 0.02 -0.06
-0.03 0.03 -0.02
-0.07 -0.11 -0.05
0.03 0.02 0.00
-0.06 0.02 -0.11
0.00 0.01 -0.02
-0.08 -0.04 0.05
-0.01 0.00 -0.04
0.03 -0.01 0.05
0.02 0.01 -0.10
0.01 0.08 -0.07
-0.06 0.02 0.14
0.10 0.05 0.02
0.26 -0.05 -0.06
-0.84 -0.07 -0.19
0.24 0.13 0.02
0.11 -0.05 0.01
-0.06 -0.09 0.05
0.02 0.01 -0.05
-0.08 0.03 0.01
0.06 0.00 0.05
0.00 0.05 -0.04
0.06 0.00 0.05
-0.02 -0.08 -0.03
0.00 0.04 -0.06
0.01 -0.06 -0.02
-0.05 0.03 0.04
0.02 -0.04 -0.07
-0.02 -0.05 -0.03
-0.01 0.10 0.00
-0.29 0.38 1.37
0.39 -0.15 -0.91
1.18 -0.34 0.05
0.00 -0.06 0.20
0.11 0.02 0.07
-0.04 0.18 -0.16
0.10 -0.13 -0.34
-0.09 -0.06 -0.28
0.05 0.01 -0.02
-0.09 0.01 0.19
0.28 0.22 0.41
-0.36 -0.10 -0.12
-0.02 -0.02 0.08
-0.03 0.01 0.00
-0.03 -0.01 -0.01
0.06 -0.01 -0.01
0.36 0.10 -0.14
-0.36 -0.28 0.44
0.18 0.35 -0.40
0.08 -0.17 0.01
0.09 -0.10 -0.05
0.10 0.06 0.07
-0.13 0.06 -0.02
-0.22 -0.06 0.26
0.01 0.14 0.17
0.04 0.23 -0.11
0.11 0.07 0.11
-0.01 -0.03 -0.08
-0.08 -0.11 0.07
-0.18 -0.16 -0.04
0.50 -0.15 0.09
-0.19 0.17 0.20
0.13 0.01 0.09
-0.06 0.13 -0.06
0.05 -0.13 -0.08
-0.30 0.03 -0.17
0.01 0.01 0.03
-0.01 0.03 0.03
-0.04 -0.02 0.02
-0.01 0.03 -0.02
-0.02 -0.04 0.02
0.01 0.01 -0.03
-0.04 -0.02 0.02
0.02 0.03 -0.02
0.02 0.05 0.06
0.06 -0.02 0.01
0.06 -0.08 -0.04
-0.03 -0.06 0.01
-0.02 0.00 -0.02
0.01 0.00 -0.03
-0.03 0.03 -0.03
-0.01 -0.02 0.05
0.02 -0.04 -0.02
0.00 0.06 0.10
0.04 -0.05 -0.01
0.02 0.02 0.01
0.08 -0.01 -0.06
0.02 0.00 0.03
-0.02 0.03 0.01
0.00 -0.04 -0.03
-0.06 -0.01 0.03
0.03 -0.04 0.02
-0.04 0.02 -0.04
0.02 0.01 0.04
0.02 0.10 -0.03
-0.01 -0.05 -0.03